Record 1
Entry from OMol25: C42H32AlCl3IN2P2 as an isolated structure (the ωB97M-V functional and the def2-TZVPD basis).

energy relative to the best compared isomer or geometry (same formula, charge and spin)	0.0	kJ/mol
DFT total energy	-117874.53443	eV

```
! RIJCOSX wB97M-V def2-TZVPD def2/J DEFGRID3
* xyz 3 1
I -0.0879 -2.7160 -0.6647
Cl 4.4785 -2.2661 2.2667
Cl 2.1826 -3.4146 3.6270
Cl 3.1748 -0.8024 4.4111
P 0.7564 0.3933 -2.3564
P -2.0313 0.6152 0.5292
Al 0.1803 -0.0565 -0.0635
N 1.3634 -0.8191 1.3452
N 0.7769 1.7746 0.6402
C 0.0479 4.0295 1.3231
C 2.0625 -1.3071 2.1096
C -0.1532 -2.6827 -5.0391
C -4.8728 -1.0503 3.6697
C -0.9436 4.9005 1.7531
C -2.2579 4.4639 1.8742
C -0.0016 3.0772 -2.4596
C -2.8834 0.7366 -1.0606
C -5.3596 -0.7363 2.4087
C -1.4515 4.0162 -4.1265
C 3.3023 -0.0222 -1.3953
C 0.5220 -2.1285 -6.1546
C -1.3584 -3.9950 -2.9047
C -4.2713 1.9120 -2.6327
C -1.5932 2.7657 -4.7062
C 2.4921 0.8762 -2.0998
C -0.9450 1.6627 -4.1664
C -0.2953 2.7320 0.9913
C 4.3942 2.3228 -2.4028
C -3.8513 -0.4409 -2.9310
C -0.5883 -2.8834 -2.7106
C -2.6576 -0.4287 2.9906
C -4.5021 -0.2630 1.4237
C -3.5209 -0.8996 3.9631
C -2.5898 3.1619 1.5381
C 1.4036 -0.4081 -4.7717
C 5.1904 1.4320 -1.6969
C -3.4807 1.9195 -1.4922
C -1.6110 2.2856 1.0671
C 1.3297 -1.0417 -6.0210
C -1.5879 -4.4584 -4.2149
C -0.6595 4.1713 -2.9941
C 2.9739 -1.9423 3.1085
C -3.0729 -0.4445 -1.7831
C 0.0079 -2.1090 -3.7405
C 0.7420 -0.8788 -3.6577
C 4.6452 0.2548 -1.1950
C -3.1513 -0.1054 1.7236
C -4.4600 0.7364 -3.3478
C -0.1320 1.8130 -3.0454
C -0.9630 -3.8299 -5.2461
C 3.0469 2.0489 -2.6096
H -1.7660 -4.5482 -2.0690
H -2.6596 -1.3804 -1.4270
H 2.4405 2.7475 -3.1725
H 4.8231 3.2311 -2.8054
H -2.2095 2.6431 -5.5875
H 1.4573 2.2167 0.0186
H 6.2411 1.6458 -1.5510
H 5.2738 -0.4523 -0.6694
H 0.6526 3.2382 -1.6164
H 2.9035 -0.9738 -1.0506
H -3.6129 2.8189 1.6406
H -0.6829 5.9168 2.0172
H -3.3364 2.8428 -0.9468
H 1.8717 -0.6384 -6.8650
H -3.0223 5.1385 2.2360
H -5.5490 -1.4173 4.4306
H -6.4111 -0.8597 2.1866
H -1.0729 0.6934 -4.6292
H 0.3947 -2.6062 -7.1185
H -0.5333 5.1489 -2.5469
H -1.6047 -0.3028 3.2241
H -4.0067 -1.3597 -3.4822
H -5.0889 0.7368 -4.2293
H -1.0659 -4.2038 -6.2572
H -1.9482 4.8742 -4.5605
H -3.1464 -1.1485 4.9470
H 1.0794 4.3609 1.2672
H -2.2058 -5.3315 -4.3746
H 1.9712 0.5139 -4.7082
H -4.8896 -0.0266 0.4409
H 1.3039 1.6082 1.4989
H -4.7473 2.8272 -2.9606
*
```

***

Record 2
Entry from OMol25: C4H3FeLiO as an isolated structure at a distorted geometry (the ωB97M-V functional and the def2-TZVPD basis).

DFT total energy	-40797.63723	eV

```
! RIJCOSX wB97M-V def2-TZVPD def2/J DEFGRID3
* xyz 3 6
Fe -2.0077 -0.6900 0.6232
O -0.4030 -1.0012 1.5613
C -0.3099 0.2201 -0.9512
C -1.3868 0.4300 -1.4934
C 0.7178 -0.6917 1.0451
C 0.9057 -0.0537 -0.1650
Li 1.1621 2.0850 0.6782
H 1.7251 -1.0027 1.4322
H 1.8676 0.0054 -0.6768
H -2.2710 0.6989 -2.0535
*
```